# C10H15BrP

A 2-piece molecular cluster, C10H15BrP overall (wB97M-V/def2-TZVPD, the OMol25 dataset).

Summary:
**Energy**: -89935.431 eV
**Total charge**: +1

Cartesian coordinates (Å):
C1 1.292 -2.149 -2.894
C2 -0.148 -1.948 -2.864
C3 2.011 -2.437 -1.732
C4 -0.739 -1.968 -1.611
C5 1.480 -2.325 -0.462
C6 0.047 -2.102 -0.474
C7 -0.566 2.799 2.409
C8 0.823 2.102 -0.111
C9 -0.640 -2.093 0.769
C10 -1.268 0.226 1.089
P1 -0.063 1.462 1.347
Br1 1.415 0.496 2.632
H1 1.782 -2.186 -3.941
H2 -0.569 -1.726 -3.793
H3 3.115 -2.570 -2.027
H4 -1.756 -1.695 -1.591
H5 2.122 -2.386 0.381
H6 -1.368 3.365 2.028
H7 0.199 3.605 2.681
H8 -0.936 2.282 3.359
H9 1.015 3.185 -0.197
H10 0.249 1.727 -0.984
H11 1.760 1.509 -0.184
H12 0.077 -2.057 1.675
H13 -1.645 -2.622 0.813
H14 -1.756 -0.124 0.206
H15 -1.980 0.361 1.884

Atomic partial charges in e from the natural (NBO) method, atoms 1 to 6: -0.1427 -0.1894 -0.2257 -0.1683 -0.1501 -0.1925